#a
DFT (ωB97M-V/def2-TZVPD) results for C6H14N2O in the gas phase.

Its structure (SMILES) is C=C[C@@H](NN)[C@H](C)OC.

Geometry (Å):
1 C 0.6343 -2.7138 0.1875
2 C -0.0389 -1.5973 0.0742
3 C -1.5116 0.7135 1.3754
4 C -1.4300 1.9437 -1.4347
5 C 0.6645 -0.3385 0.7610
6 C -0.2633 0.9083 0.5006
7 N 2.2923 -0.1686 -1.1039
8 N 2.0060 -0.0483 0.2685
9 O -0.5431 0.9308 -0.9068
10 H 0.2527 -3.6333 -0.1336
11 H 1.6773 -2.6925 0.6645
12 H -0.9901 -1.4817 -0.4759
13 H -2.0901 -0.0843 1.0814
14 H -2.2128 1.4292 1.3985
15 H -1.1079 0.4834 2.3571
16 H -1.8877 2.6252 -0.6646
17 H -2.3945 1.4573 -1.8193
18 H -0.8958 2.3899 -2.3286
19 H 0.8646 -0.6134 1.7571
20 H 0.2999 1.8268 0.7417
21 H 2.2744 -1.1520 -1.3589
22 H 1.6436 0.2777 -1.6757
23 H 2.7562 -0.4621 0.7344

---

#b
DFT (ωB97M-V/def2-TZVPD) results for C6H14N2O in the gas phase.

Its structure (SMILES) is [H]/N=C/C(C)(C)[C@H](N)CO.

Geometry (Å):
1 C 0.4168 -0.4510 0.0678
2 C -0.6232 0.4648 -0.4871
3 C -2.0347 0.0053 0.3858
4 C 0.7813 -0.2588 1.5359
5 C 0.1846 -1.9205 -0.2605
6 N -0.4746 1.8685 -0.3676
7 C 1.8997 0.0169 -0.7462
8 O -3.1338 0.5035 -0.3185
9 N 2.0410 1.1768 -1.2182
10 H -2.8971 1.3984 -0.6052
11 H -0.8442 0.2096 -1.5266
12 H 0.1935 2.1185 0.3712
13 H -0.0668 2.2647 -1.2053
14 H 2.9475 1.3867 -1.6400
15 H -2.2072 -1.0559 0.5513
16 H -1.9571 0.5031 1.3612
17 H 2.7504 -0.6758 -0.6090
18 H -0.2600 -2.0403 -1.2466
19 H 0.9744 0.7873 1.7638
20 H 1.6764 -0.8321 1.7712
21 H -0.0161 -0.6239 2.1823
22 H 1.1273 -2.4651 -0.2296
23 H -0.4781 -2.3808 0.4699

---

#c
DFT (ωB97M-V/def2-TZVPD) results for 2 unconnected molecules or ions with the total composition C6H14N2O.

Its structure (SMILES) is CC/C(C)=C(/C)O.[H]/N=N\[H].

Geometry (Å):
1 C -0.3580 0.7720 -0.6409
2 C -0.7413 2.2070 -0.5079
3 C 1.8872 -1.6033 -0.6133
4 C 1.1615 0.9556 1.3473
5 C 0.7170 -1.3093 0.2950
6 C 0.4282 0.1836 0.2686
7 N -3.4246 -1.2878 0.1194
8 N -2.8972 -0.7353 1.0339
9 O -0.9137 -0.0641 -1.6804
10 H -0.9867 2.5756 0.4438
11 H -1.5584 2.3879 -1.0652
12 H 0.1859 2.7063 -0.9427
13 H 1.9698 -1.1394 -1.6524
14 H 2.7290 -1.2232 -0.2127
15 H 2.1893 -2.7183 -0.5906
16 H 1.2732 1.9138 1.0682
17 H 2.0665 0.5555 1.5980
18 H 0.6160 1.1032 2.4027
19 H 0.7602 -1.4312 1.3947
20 H -0.0133 -1.9968 -0.1484
21 H -0.1305 -0.6294 -1.9351
22 H -2.8947 -1.1239 -0.8850
23 H -2.0654 -0.0984 0.9026

---

#d
DFT (ωB97M-V/def2-TZVPD) results for 2 unconnected molecules or ions with the total composition C6H14N2O.

Its structure (SMILES) is CC(C)=C=N.CN(C)O.

Geometry (Å):
1 C 1.9646 0.0493 0.2204
2 C -1.7470 -0.5252 -1.3262
3 C 3.2996 -0.0325 -0.4670
4 C 1.3212 -1.2462 0.6360
5 C -2.8836 -0.2131 0.7711
6 N -1.7660 0.1839 -0.0608
7 C 1.3870 1.1839 0.4690
8 O -1.8978 1.5846 -0.3302
9 N 0.7519 2.2260 0.5440
10 H -1.0123 1.9581 -0.1551
11 H 0.8338 2.8123 1.3686
12 H -2.6707 -0.3863 -1.9022
13 H -0.9045 -0.1561 -1.9086
14 H -1.6059 -1.5849 -1.1214
15 H 4.0204 -0.5387 0.1757
16 H 3.6780 0.9576 -0.7079
17 H 3.2086 -0.6059 -1.3898
18 H 0.3092 -1.0712 0.9902
19 H 1.9043 -1.7223 1.4252
20 H 1.2837 -1.9248 -0.2153
21 H -2.7554 -1.2610 1.0376
22 H -3.8517 -0.0809 0.2714
23 H -2.8674 0.3932 1.6749

---

Most stable: #b (next structure +121.0 kJ/mol)

---

#a
DFT (ωB97M-V/def2-TZVPD) results for 2 unconnected molecules or ions with the total composition C2H3Cl2N.

Its structure (SMILES) is Cl[C@@H]1C=N1.Cl.

Geometry (Å):
1 C 0.6378 -0.1289 0.4608
2 C 0.8029 -0.9310 -0.7645
3 N 0.0478 0.0371 -0.9061
4 Cl 1.8932 1.0486 0.8678
5 Cl -2.6177 0.8937 0.8228
6 H -0.1214 -0.1241 1.1887
7 H 1.0986 -1.7766 -1.4207
8 H -1.7411 0.9813 -0.2487

---

#b
DFT (ωB97M-V/def2-TZVPD) results for 2 unconnected molecules or ions with the total composition C2H3Cl2N.

Its structure (SMILES) is Cl[C@@H]1C=N1.Cl.

Geometry (Å):
1 C -1.4834 0.2036 0.0143
2 C -0.2200 0.7164 -0.4581
3 N -0.2667 0.5018 0.7837
4 Cl -1.9298 -1.5294 -0.1142
5 Cl 3.3304 -0.6580 0.1126
6 H -2.4667 0.8843 0.0419
7 H 0.3229 1.0809 -1.3493
8 H 2.7133 -1.1996 0.9691

---

#c
DFT (ωB97M-V/def2-TZVPD) results for C2H3Cl2N in the gas phase.

Its structure (SMILES) is Cl[C@H]1N[C@@H]1Cl.

Geometry (Å):
1 C -0.3517 0.7609 -0.2819
2 C -0.2866 -0.5281 0.5015
3 N 0.7328 0.3994 0.5467
4 Cl -1.5312 2.0082 0.2299
5 Cl -0.2452 -2.0649 -0.3828
6 H -0.3774 0.6097 -1.4715
7 H -0.9501 -0.4154 1.2781
8 H 1.7203 0.3012 0.3106

---

Most stable: #c (next structure +53.8 kJ/mol)

---

#a
DFT (ωB97M-V/def2-TZVPD) results for 15 unconnected molecules or ions with the total composition H30O15.

Geometry (Å):
1 O -14.4210 -11.1580 -13.1260
2 H -14.5820 -10.9540 -12.2290
3 H -13.5350 -10.7800 -13.3070
4 O -13.9570 -14.3650 -8.4120
5 H -13.4210 -15.1410 -8.5290
6 H -13.3420 -13.6480 -8.2280
7 O -16.9840 -9.5570 -12.0360
8 H -16.9250 -10.2950 -11.4780
9 H -17.6760 -8.9820 -11.6960
10 O -18.1500 -11.6730 -7.1410
11 H -17.9140 -11.1230 -7.9080
12 H -19.0300 -11.7910 -7.4060
13 O -16.2630 -8.7450 -7.0750
14 H -16.8330 -8.2900 -7.7550
15 H -16.0340 -9.5910 -7.4520
16 O -17.9690 -10.3730 -9.4550
17 H -17.7610 -9.4190 -9.4040
18 H -18.9200 -10.4690 -9.6440
19 O -14.2960 -9.4580 -10.4320
20 H -14.8350 -8.7890 -10.8600
21 H -14.0590 -9.0600 -9.5580
22 O -15.3770 -12.8000 -10.5300
23 H -16.2680 -12.7290 -10.8500
24 H -15.2680 -12.9110 -9.6010
25 O -12.0640 -10.9290 -11.0970
26 H -12.0970 -10.9590 -12.0310
27 H -12.7580 -10.3630 -10.8300
28 O -12.9840 -10.4110 -5.7450
29 H -13.7380 -9.9100 -5.5240
30 H -13.3270 -11.2100 -6.1480
31 O -12.2220 -12.0920 -8.5530
32 H -11.3270 -12.0030 -8.3320
33 H -12.1290 -12.0840 -9.5400
34 O -15.1490 -11.0080 -8.5230
35 H -14.2860 -11.4090 -8.3640
36 H -15.0690 -10.6430 -9.4330
37 O -13.6770 -12.9310 -6.0910
38 H -14.0700 -13.6840 -6.5290
39 H -14.5060 -12.4440 -5.9100
40 O -15.8370 -11.7110 -5.3960
41 H -16.5260 -11.6710 -6.0680
42 H -16.0600 -12.3320 -4.7210
43 O -11.9550 -9.3960 -8.2730
44 H -12.0720 -10.2340 -8.7050
45 H -12.1990 -9.4100 -7.3630

---

#b
DFT (ωB97M-V/def2-TZVPD) results for 15 unconnected molecules or ions with the total composition H30O15.

Geometry (Å):
1 H 0.2801 -1.0466 0.2530
2 H 0.3914 0.2195 -0.5805
3 H -1.5089 -3.4435 0.0589
4 H -1.4638 -2.0959 -0.6425
5 H 1.5513 -2.3473 1.5734
6 H 1.3973 -3.8591 1.5425
7 H -5.0437 -2.6919 0.0808
8 H -3.8397 -1.9155 -0.4271
9 H 1.6387 -2.0749 -3.1039
10 H 2.3175 -2.9371 -2.0523
11 H 0.3872 2.1189 0.1072
12 H -0.6711 2.0221 -0.9795
13 H -4.7707 -0.5536 1.2320
14 H -3.8842 -1.5735 1.9275
15 H -0.2446 0.6451 -3.1278
16 H 0.6830 1.4763 -3.9989
17 H 4.6623 0.2074 2.1135
18 H 4.0218 -0.1906 3.4331
19 H 1.1174 -1.5572 2.8997
20 H 2.2068 -0.5364 2.6144
21 H 3.2420 3.9632 -2.2404
22 H 2.3429 2.7450 -2.3740
23 H -1.6375 2.6589 2.2611
24 H -1.6361 2.3068 3.7397
25 H -1.3747 4.1844 -0.4542
26 H -1.0084 3.8431 0.9808
27 H 3.5297 -1.5730 -2.1854
28 H 4.1766 -1.0018 -0.9343
29 H -3.5696 0.5700 -1.8683
30 H -3.2536 0.7634 -0.3943
31 O 0.1534 -0.7124 -0.6422
32 O -0.9090 -2.8465 -0.4024
33 O 2.0558 -3.1644 1.6560
34 O -4.4954 -2.5663 -0.7020
35 O 1.4898 -2.4814 -2.2428
36 O -0.5625 2.1974 -0.0380
37 O -3.9279 -1.0130 1.1447
38 O -0.1190 1.5382 -3.4679
39 O 3.8045 0.0823 2.5346
40 O 1.4490 -0.6991 3.1874
41 O 3.1468 3.0523 -1.9399
42 O -1.6093 3.0590 3.1375
43 O -0.9942 4.5669 0.3445
44 O 3.3500 -1.3762 -1.2592
45 O -2.8369 0.5725 -1.2422

---

#c
DFT (ωB97M-V/def2-TZVPD) results for 15 unconnected molecules or ions with the total composition H30O15.

Geometry (Å):
1 O 0.3840 -23.4940 -12.1240
2 H -0.1890 -23.3380 -11.3780
3 H 0.6450 -22.5980 -12.4320
4 O 4.2680 -23.1130 -8.1660
5 H 4.4210 -23.6720 -8.9520
6 H 4.0990 -22.1950 -8.3870
7 O 3.0980 -23.9760 -13.1140
8 H 3.3970 -23.2360 -12.5430
9 H 2.2020 -24.0570 -12.9250
10 O -0.8920 -20.1760 -9.4800
11 H -1.6710 -20.5660 -9.1390
12 H -1.1940 -19.3600 -9.8890
13 O 1.5520 -22.4020 -9.3880
14 H 2.2710 -22.7290 -9.9540
15 H 1.4180 -21.5080 -9.6580
16 O 0.7860 -24.6490 -7.7870
17 H 1.5130 -24.5440 -8.3580
18 H 0.8310 -23.9160 -7.1480
19 O 1.1330 -19.4450 -7.9130
20 H 0.4920 -19.8010 -8.5790
21 H 0.9750 -19.7780 -7.0500
22 O 1.9940 -25.2890 -10.4480
23 H 1.4490 -24.6030 -10.8040
24 H 2.0620 -25.8070 -11.2620
25 O 1.3010 -22.3090 -6.6740
26 H 1.3660 -22.0900 -7.6120
27 H 2.1880 -22.1230 -6.2980
28 O 3.8450 -20.4600 -8.7550
29 H 3.1660 -19.8830 -8.4640
30 H 4.6920 -19.9950 -8.7840
31 O 1.6940 -21.1980 -13.3030
32 H 1.8420 -20.7400 -12.4620
33 H 2.5400 -21.0710 -13.7540
34 O 1.5990 -20.1170 -10.8450
35 H 0.8800 -19.5220 -11.0260
36 H 2.4580 -19.6870 -10.8800
37 O -1.4290 -21.1730 -11.9730
38 H -0.9960 -20.8850 -11.1800
39 H -1.1120 -20.5250 -12.6070
40 O -1.2400 -23.6660 -9.8230
41 H -0.5510 -23.8390 -9.1950
42 H -1.4830 -24.5010 -10.1660
43 O 3.8760 -22.4330 -11.1090
44 H 3.8680 -21.5200 -10.9690
45 H 4.8210 -22.5410 -11.2810

---

#d
DFT (ωB97M-V/def2-TZVPD) results for 15 unconnected molecules or ions with the total composition H30O15.

Geometry (Å):
1 O -1.9570 -1.3979 1.8296
2 H -2.9051 -1.5306 1.9391
3 H -1.6363 -1.4960 2.6652
4 O 1.2012 2.3579 -2.7003
5 H 0.6288 2.4654 -1.9512
6 H 1.6921 1.5693 -2.4776
7 O -2.3864 -1.4746 -1.0953
8 H -2.2300 -1.7625 -1.9814
9 H -1.4775 -1.5308 -0.7500
10 O -0.4759 2.8647 -0.7457
11 H -0.9649 2.0589 -0.6991
12 H -0.4733 3.1782 0.1604
13 O 0.0009 -0.0734 -0.3041
14 H 0.0602 -0.7674 0.3574
15 H 0.7071 0.5372 -0.1958
16 O 2.7694 0.0914 -2.4874
17 H 2.8417 -0.3813 -1.6429
18 H 3.5063 0.5732 -2.8227
19 O -1.0296 -3.9800 -0.1181
20 H -1.8625 -3.4860 -0.1670
21 H -0.4965 -3.3819 0.3685
22 O 0.6115 0.1443 3.1371
23 H 1.5053 -0.0135 2.8497
24 H 0.3277 -0.5519 3.6918
25 O 0.9697 2.8761 2.3775
26 H 0.5973 2.3918 3.1285
27 H 1.3859 2.1620 1.8561
28 O 0.6471 -2.1900 -2.1508
29 H 1.1412 -1.6413 -2.7430
30 H 1.1831 -2.1247 -1.3749
31 O 1.0344 -2.5065 1.2738
32 H 1.9555 -2.3280 1.2956
33 H 0.8160 -3.1829 1.9144
34 O -1.6807 1.6575 2.1153
35 H -0.9338 1.1118 2.4149
36 H -2.0755 1.3526 1.3132
37 O -1.0836 0.4039 -2.8967
38 H -0.3167 -0.0107 -3.3308
39 H -0.8774 0.3026 -1.9649
40 O -2.7397 1.0663 -0.3581
41 H -3.0164 1.5966 -1.1392
42 H -2.8034 0.1560 -0.5868
43 O 2.2813 1.5742 0.3980
44 H 2.6553 0.9872 1.0432
45 H 2.9031 2.3329 0.5548

---

Most stable: #c (next structure +46.4 kJ/mol)

---

#a
DFT (ωB97M-V/def2-TZVPD) results for 15 unconnected molecules or ions with the total composition H30O15.

Geometry (Å):
1 O 1.4981 -2.0990 -1.1220
2 H 1.6381 -2.9150 -0.6790
3 H 1.9791 -2.0040 -1.9340
4 O -0.2449 -4.1310 -0.8010
5 H -0.3809 -3.7940 0.0790
6 H -0.3269 -3.3650 -1.3740
7 O -0.2259 -0.1480 -2.7660
8 H -0.3839 -1.1010 -2.8060
9 H 0.6101 0.1210 -2.3330
10 O -1.5289 3.6240 0.5840
11 H -0.9419 4.0600 1.2280
12 H -1.0119 3.0600 0.0070
13 O -0.8939 -3.2310 1.7320
14 H -0.3529 -3.6010 2.4600
15 H -0.7209 -2.2920 1.6180
16 O -2.5099 -1.8310 -0.1990
17 H -1.7839 -1.1940 -0.0780
18 H -3.2149 -1.5510 0.3980
19 O -2.8289 0.2980 -2.4040
20 H -1.9669 -0.1170 -2.4760
21 H -2.9559 0.7280 -3.2600
22 O -0.7219 2.2240 -1.7050
23 H -0.2969 2.7450 -2.3550
24 H -0.8149 1.3490 -2.0560
25 O 1.9421 0.8770 -1.3860
26 H 2.5591 0.4280 -0.8320
27 H 1.4101 1.2930 -0.7350
28 O -0.3929 -0.1860 0.2250
29 H -0.0669 0.7020 0.4620
30 H 0.1321 -0.6420 -0.4180
31 O -2.0229 -0.4890 2.8380
32 H -1.8629 0.4740 2.7630
33 H -2.9139 -0.7060 2.5650
34 O 1.0581 -0.7280 2.6840
35 H 0.3561 -0.6580 3.2990
36 H 0.7361 -0.7860 1.7900
37 O 1.1241 1.9050 1.3620
38 H 0.7551 2.0910 2.2090
39 H 1.8971 1.4780 1.7040
40 O 3.0641 -0.4620 0.7610
41 H 4.0031 -0.5480 0.6680
42 H 2.6581 -1.3330 0.9030
43 O 1.4801 4.1560 -0.5300
44 H 1.4361 4.9050 0.0850
45 H 1.0281 3.3940 -0.1730

---

#b
DFT (ωB97M-V/def2-TZVPD) results for 15 unconnected molecules or ions with the total composition H30O15.

Geometry (Å):
1 H 0.7412 1.0085 -0.6838
2 H -0.4092 0.3639 0.1023
3 H -2.6756 -0.3546 1.8887
4 H -3.8682 -1.1883 2.3320
5 H -1.9693 0.0151 -3.1639
6 H -2.4638 -1.3717 -2.8113
7 H -1.4295 -3.2793 -2.0717
8 H -0.3635 -2.0622 -1.6802
9 H 1.0815 4.3068 -0.4439
10 H 1.7973 3.2704 0.4256
11 H -2.9303 4.1499 1.6159
12 H -2.3176 4.3649 0.1553
13 H 4.7354 -0.1497 0.9128
14 H 6.0291 0.5938 1.5520
15 H 2.5137 1.8250 2.9698
16 H 3.7145 0.9262 3.5157
17 H -2.1390 -1.7223 2.8401
18 H -2.6589 -0.7931 3.7713
19 H 2.5058 -0.8577 1.5860
20 H 1.6458 -1.8254 2.1986
21 H 0.9218 1.6190 -3.5193
22 H 2.3443 1.4122 -2.9741
23 H -2.2758 -2.2354 0.6898
24 H -3.5491 -2.3594 -0.1954
25 H -2.7211 2.3663 -2.2227
26 H -1.8485 3.2584 -1.3763
27 H 1.9367 -2.6784 -0.4355
28 H 1.0993 -3.9443 -0.0641
29 H 1.4337 -1.8760 -2.6406
30 H 0.9793 -3.1759 -1.9614
31 O 0.2869 0.1698 -0.4317
32 O -3.5016 -0.3718 2.4037
33 O -1.8836 -0.6479 -2.4794
34 O -1.2502 -2.4137 -1.5567
35 O 1.8868 3.6976 -0.4351
36 O -2.9948 3.9287 0.7032
37 O 5.0581 0.6848 1.2333
38 O 3.4243 1.7738 3.1439
39 O -2.4259 -1.7287 3.7126
40 O 1.7769 -1.4582 1.3826
41 O 1.7906 1.6042 -3.7718
42 O -2.9442 -1.7298 0.1870
43 O -2.7564 3.2073 -1.7072
44 O 1.9502 -3.6053 -0.4124
45 O 1.7233 -2.7172 -2.2836

---

#c
DFT (ωB97M-V/def2-TZVPD) results for 15 unconnected molecules or ions with the total composition H30O15.

Geometry (Å):
1 H -1.0035 -0.8379 -0.0151
2 H -0.3292 0.2394 0.9079
3 H 1.2211 -3.4675 -2.1727
4 H 2.5091 -4.2164 -1.9099
5 H 3.6092 0.5867 2.3573
6 H 3.9379 0.8786 0.9421
7 H 3.0657 -1.9293 1.1191
8 H 4.4869 -2.0842 1.7646
9 H -2.3194 -3.1032 -3.0408
10 H -2.5311 -2.8812 -1.4487
11 H -0.9911 1.8321 2.6592
12 H -1.5620 0.3602 2.5193
13 H 1.7642 -0.6386 -1.8424
14 H 1.1323 0.5312 -1.1698
15 H -1.7707 -2.3233 1.1308
16 H -1.8636 -3.6414 0.7997
17 H -0.5394 -1.7287 -1.9642
18 H -0.9422 -0.6622 -2.9172
19 H 1.3784 3.6413 2.2162
20 H 1.9881 4.9552 2.3354
21 H -4.0702 1.8625 -1.4567
22 H -4.4588 1.1375 -2.6588
23 H -2.1744 2.0288 -2.8866
24 H -1.7238 1.0188 -1.8655
25 H 2.3679 3.2652 -0.4985
26 H 3.5305 4.1826 -0.7607
27 H -2.5937 -3.0688 2.9919
28 H -1.4761 -2.8606 4.0289
29 H -1.3980 3.8816 -0.6001
30 H -0.5855 2.6990 0.0416
31 O -0.7092 0.0334 0.0301
32 O 1.8995 -3.7080 -1.4228
33 O 4.3936 0.7509 1.8361
34 O 3.6854 -2.5042 1.4163
35 O -1.9110 -2.8629 -2.2336
36 O -1.2175 0.9527 3.1499
37 O 1.7731 -0.1498 -0.9452
38 O -2.2311 -2.8559 0.5084
39 O -0.6096 -1.5314 -2.9384
40 O 2.0098 4.0600 2.8069
41 O -3.7415 1.2087 -2.0848
42 O -1.4243 1.8700 -2.3216
43 O 2.8195 4.0912 -0.0933
44 O -2.0937 -2.4184 3.4956
45 O -1.3016 3.4062 0.1899

---

Most stable: #a (next structure +367.3 kJ/mol)